Record 1
57
Properties=species:S:1:pos:R:3:mulliken_charge:R:1 method="wB97M-V/def2-TZVPD" homo_energy_ev=-11.17 total_energy_ha=-1344.35534 max_force_ha_per_bohr=0.0465 orbital_gap_ev=8.83 total_charge=+1
Cs -0.6881 0.2175 0.0451 1.454
C -3.0044 4.0774 -1.6185 -1.955
C -1.7557 3.3383 -1.2389 0.326
N -1.0561 2.5691 -1.9561 0.052
C -1.2705 2.2593 -3.3488 -0.662
C 0.0817 2.2784 -4.0602 -0.955
N 1.0767 1.3920 -3.4478 -0.305
C 1.9537 2.0768 -2.4930 -0.167
C 2.9068 1.1236 -1.7908 -1.121
N 2.1688 0.0922 -1.0749 -0.026
C 2.8533 -0.5755 0.0243 -1.023
C 3.0622 0.3449 1.2423 -0.741
N 1.8771 1.1620 1.4635 0.039
C 1.9342 2.4145 1.6444 -0.010
C 3.1423 3.2872 1.8495 -1.714
C 0.6137 3.1593 1.5512 0.570
C 0.1454 4.0592 2.5060 -0.775
C -1.0578 4.6981 2.2615 -0.731
C -1.7379 4.4605 1.0716 -0.870
C -1.1827 3.5769 0.1554 0.820
N -0.0374 2.9406 0.4178 0.493
H -2.8016 5.1427 -1.7516 0.329
H -3.7578 3.9920 -0.8344 0.431
H -3.4385 3.6973 -2.5392 0.466
H -1.9726 2.9292 -3.8571 0.380
H -1.6756 1.2436 -3.3962 0.257
H 0.4477 3.3140 -4.0985 0.320
H -0.0759 1.9690 -5.0950 0.447
H 1.6413 0.9929 -4.1880 0.308
H 1.3134 2.5335 -1.7382 0.032
H 2.5364 2.8766 -2.9756 0.401
H 3.4964 1.7057 -1.0774 0.361
H 3.6362 0.6902 -2.4934 0.455
H 1.8221 -0.5803 -1.7471 0.355
H 3.8374 -0.9627 -0.2774 0.316
H 2.2464 -1.4394 0.3095 0.357
H 3.9697 0.9391 1.1106 0.319
H 3.2339 -0.2808 2.1211 0.378
H 3.2803 3.4814 2.9167 0.347
H 3.0069 4.2528 1.3633 0.401
H 4.0602 2.8358 1.4824 0.440
H 0.7132 4.2583 3.4064 0.474
H -1.4589 5.3992 2.9821 0.458
H -2.6640 4.9753 0.8591 0.385
N -1.0698 0.8944 3.9971 -0.369
N -1.4349 -0.3063 4.6041 -0.254
C -1.6881 -1.4127 3.8587 0.506
N -2.0681 -2.4972 4.5371 -0.328
N -1.5145 -1.2557 2.5507 -0.458
N -1.7861 -2.3404 1.7347 1.208
O -1.6701 -2.0495 0.5496 -0.752
O -2.0699 -3.4538 2.1353 -0.719
H -0.0871 1.0888 4.1455 0.216
H -1.6386 1.6483 4.3575 0.256
H -1.3739 -0.4006 5.6054 0.176
H -2.2526 -2.4413 5.5228 0.171
H -2.2410 -3.3485 4.0286 0.233

=====

Record 2
18
Properties=species:S:1:pos:R:3:nbo_charge:R:1 method="wB97M-V/def2-TZVPD" homo_energy_ev=-9.20 total_energy_ha=-326.97609 e_above_lowest_ev=4.225 max_force_ha_per_bohr=0.2256 orbital_gap_ev=10.06 total_charge=0
C 1.3363 0.8653 1.4910 -0.615
C -0.0318 0.5523 0.8432 -0.219
C 0.7656 -1.7094 0.2230 -0.471
C -0.7660 -0.4868 -1.3378 0.726
C -1.6498 0.7894 -1.6392 -0.651
H 1.0924 1.6638 2.3576 0.223
H 1.7480 -0.0296 2.0595 0.214
H 2.1245 1.2806 0.4831 0.206
H -0.7444 0.3457 1.7766 0.169
H -0.3168 1.5207 0.3093 0.209
H 0.4813 -2.5752 -0.6974 0.259
H 1.8583 -1.4132 0.1548 0.216
H 0.3672 -2.1666 1.2144 0.207
H -2.0720 0.6170 -2.4355 0.206
H -2.3765 1.0114 -0.8051 0.209
H -1.0871 1.5122 -1.7580 0.197
N 0.0357 -0.3849 -0.1747 -0.498
O -0.7647 -1.3927 -2.0650 -0.586

=====

Record 3
19
Properties=species:S:1:pos:R:3:nbo_charge:R:1 method="wB97M-V/def2-TZVPD" homo_energy_ev=-9.94 total_energy_ha=-273.79257 e_above_lowest_ev=3.156 max_force_ha_per_bohr=0.1493 orbital_gap_ev=11.02 total_charge=0
C 1.9093 0.1368 -0.1220 -0.636
C 0.7927 -0.6666 -0.1701 -0.178
C -0.2568 -0.6719 0.9565 -0.223
C -0.5288 0.8169 0.9179 -0.429
C -0.8273 1.1875 -0.5701 -0.414
C -0.4702 -0.1960 -1.0146 -0.246
C -1.2816 -1.0876 -0.1985 -0.389
H 2.6892 0.0884 -0.8803 0.233
H 1.6517 1.1267 0.1582 0.205
H 2.4296 -0.3977 0.7646 0.214
H 0.9581 -1.8544 -0.4936 0.205
H -0.3408 -1.2021 1.9964 0.223
H -1.4042 0.9975 1.5682 0.213
H 0.4427 1.3855 1.0334 0.202
H -0.0522 2.0525 -0.8577 0.192
H -1.8319 1.6426 -0.5556 0.225
H -0.4910 -0.4004 -2.1028 0.202
H -2.2734 -0.8021 -0.0066 0.195
H -1.1149 -2.1557 -0.4234 0.206